No. 1
Computed, not measured: a structure of composition C4H8N2 in a non-equilibrium geometry, with ωB97M-V/def2-TZVPD.

Results
- Gap between HOMO and LUMO: 10.111 eV
- LUMO level: 0.757 eV
- Maximum force: 4.79 eV Å⁻¹

ORCA input file:
```
! RIJCOSX wB97M-V def2-TZVPD def2/J DEFGRID3
* xyz 0 1
C -1.49 0.19 1.63
C -0.45 -0.20 0.60
C 0.11 -1.54 0.77
C 1.31 1.03 -1.92
H -2.39 -0.43 1.51
H -1.17 -0.09 2.71
H -1.84 1.25 1.56
H -0.83 -2.27 1.18
H 0.63 -1.87 -0.43
H 1.14 -1.33 1.81
H 1.92 0.72 -2.82
H 1.21 2.23 -1.51
N -0.11 0.64 -0.24
N 0.74 0.07 -1.25
*
```

***

No. 2
Computed, not measured: the ion CH2O3PS with charge -1 in a non-equilibrium geometry, with ωB97M-V/def2-TZVPD.

Results
- Structure (SMILES): O=C([O-])P(O)S
- Gap between HOMO and LUMO: 7.148 eV
- LUMO level: 3.453 eV
- Maximum force: 3.34 eV Å⁻¹

ORCA input file:
```
! RIJCOSX wB97M-V def2-TZVPD def2/J DEFGRID3
* xyz -1 1
C -1.45 0.00 0.04
O -1.40 0.80 0.92
O -2.18 -0.92 -0.27
O 0.87 1.58 -0.34
P 0.39 0.16 -1.02
S 1.12 -1.40 0.33
H 0.33 1.53 0.48
H 2.33 -1.75 -0.15
*
```

***

No. 3
Computed, not measured: a cluster of 7 separate species, C29H42BF23NO15P2S in total in a non-equilibrium geometry, with ωB97M-V/def2-TZVPD.

Results
- Gap between HOMO and LUMO: 6.557 eV
- LUMO level: 1.863 eV
- Maximum force: 3.73 eV Å⁻¹

ORCA input file:
```
! RIJCOSX wB97M-V def2-TZVPD def2/J DEFGRID3
* xyz -1 1
C 5.40 -3.51 4.35
C 5.31 -2.52 3.51
P 3.75 -2.12 2.50
P 3.77 -4.20 1.62
N 5.13 -4.45 0.82
B 3.81 -0.32 3.30
C 2.93 -0.03 4.60
O 4.60 0.69 2.81
S 1.93 -1.46 1.31
O 2.09 -0.02 1.14
O 1.84 -2.05 -0.02
C 0.26 -1.62 2.16
F 0.01 -0.64 3.00
F -0.66 -1.50 1.19
C -0.04 -2.97 2.86
F 0.36 -3.99 2.19
F 0.36 -3.00 4.09
F -1.38 -3.08 2.94
H 6.33 -3.84 4.80
H 4.50 -4.04 4.65
H 6.20 -1.90 3.37
H 4.57 -1.65 1.38
H 2.95 -2.62 3.62
H 3.66 -5.14 2.69
H 2.71 -4.47 0.71
H 5.70 -3.62 0.83
H 3.61 0.16 5.43
H 2.30 -0.88 4.89
H 2.25 0.81 4.42
H 5.39 0.34 2.39
C -3.28 -1.39 -0.81
C -3.22 -2.69 -0.04
O -4.53 -3.29 0.07
C -4.93 -3.99 -0.97
O -4.31 -4.17 -1.98
C -6.31 -4.61 -0.69
F -7.16 -3.73 -0.14
F -6.21 -5.65 0.14
F -6.89 -5.05 -1.81
H -4.00 -0.71 -0.36
H -2.30 -0.91 -0.82
H -3.59 -1.55 -1.84
H -2.88 -2.50 0.97
H -2.51 -3.39 -0.49
C -4.07 1.20 -5.72
C -2.64 0.70 -5.71
O -1.79 1.59 -4.97
C -1.80 1.43 -3.65
O -2.44 0.63 -3.04
C -0.81 2.40 -3.00
F -0.91 3.64 -3.51
F 0.46 1.99 -3.18
F -1.01 2.51 -1.68
H -4.12 2.22 -6.10
H -4.69 0.56 -6.35
H -4.49 1.20 -4.71
H -2.25 0.68 -6.72
H -2.58 -0.32 -5.31
C 2.18 4.29 -2.79
C 3.53 4.97 -2.66
O 4.14 5.16 -3.96
C 3.74 6.22 -4.64
O 2.93 7.02 -4.29
C 4.51 6.30 -5.96
F 4.60 5.11 -6.58
F 5.77 6.73 -5.76
F 3.94 7.15 -6.82
H 2.27 3.36 -3.34
H 1.76 4.08 -1.81
H 1.47 4.92 -3.34
H 4.20 4.33 -2.10
H 3.45 5.92 -2.13
C 7.17 4.29 -8.33
C 8.43 3.83 -7.63
O 8.66 2.43 -7.85
C 9.26 2.11 -9.00
O 9.60 2.88 -9.84
C 9.49 0.60 -9.06
F 8.40 -0.09 -8.66
F 10.51 0.24 -8.26
F 9.78 0.20 -10.30
H 6.32 3.67 -8.03
H 6.95 5.33 -8.10
H 7.26 4.19 -9.42
H 8.32 3.96 -6.56
H 9.29 4.42 -7.94
C -3.44 -1.18 5.69
C -2.40 -0.16 6.09
O -3.02 0.98 6.73
C -3.31 0.85 8.01
O -3.11 -0.12 8.68
C -3.92 2.15 8.54
F -4.84 2.66 7.70
F -2.97 3.09 8.71
F -4.52 1.97 9.72
H -4.20 -0.72 5.06
H -2.97 -2.00 5.14
H -3.94 -1.59 6.56
H -1.89 0.22 5.21
H -1.64 -0.59 6.75
C -8.63 -2.36 2.60
C -9.12 -3.09 3.84
O -8.18 -2.98 4.93
C -8.26 -1.86 5.64
O -9.03 -0.97 5.44
C -7.26 -1.90 6.80
F -6.05 -2.34 6.41
F -7.69 -2.73 7.77
F -7.09 -0.70 7.34
H -7.63 -2.72 2.32
H -9.31 -2.53 1.77
H -8.55 -1.29 2.78
H -9.21 -4.16 3.62
H -10.10 -2.74 4.15
*
```

***

No. 4
Computed, not measured: the molecule C23H23ClN2O4S, with ωB97M-V/def2-TZVPD.

Results
- Structure (SMILES): COc1ccc(CNC(=O)CN(Cc2ccccc2)S(=O)(=O)c2ccc(Cl)cc2)cc1
- Gap between HOMO and LUMO: 9.095 eV
- LUMO level: 0.478 eV
- Maximum force: 0.92 eV Å⁻¹

ORCA input file:
```
! RIJCOSX wB97M-V def2-TZVPD def2/J DEFGRID3
* xyz 0 1
C 1.57 -1.07 5.14
H 2.60 -1.26 4.83
O 0.68 -1.96 4.51
C 0.59 -1.95 3.15
C 1.31 -1.11 2.31
C 1.14 -1.19 0.94
C 0.25 -2.09 0.38
C -0.47 -2.93 1.22
C -0.30 -2.87 2.59
H -0.85 -3.52 3.25
H -1.17 -3.64 0.80
C 0.10 -2.19 -1.12
N -0.15 -0.91 -1.75
C -1.22 -0.68 -2.54
O -2.08 -1.50 -2.77
C -1.22 0.71 -3.18
N -0.71 1.73 -2.29
S -1.92 2.53 -1.45
O -1.28 3.57 -0.69
O -3.00 2.88 -2.32
C -2.45 1.22 -0.36
C -1.71 0.97 0.78
C -2.09 -0.05 1.63
C -3.20 -0.82 1.31
C -3.94 -0.57 0.16
C -3.56 0.46 -0.67
H -4.12 0.70 -1.57
H -4.79 -1.18 -0.08
Cl -3.67 -2.10 2.36
H -1.54 -0.26 2.53
H -0.85 1.59 1.00
C 0.48 2.48 -2.65
C 1.68 1.96 -1.89
C 2.56 1.06 -2.46
C 3.63 0.57 -1.73
C 3.83 0.98 -0.42
C 2.94 1.88 0.15
C 1.87 2.37 -0.57
H 1.17 3.07 -0.14
H 3.09 2.21 1.17
H 4.67 0.61 0.14
H 4.32 -0.13 -2.18
H 2.42 0.74 -3.48
H 0.30 3.52 -2.37
H 0.65 2.43 -3.73
H -2.25 0.96 -3.47
H -0.62 0.66 -4.09
H 0.50 -0.16 -1.59
H -0.75 -2.83 -1.38
H 1.01 -2.62 -1.55
H 1.72 -0.54 0.31
H 2.01 -0.39 2.71
H 1.31 -0.03 4.93
H 1.48 -1.27 6.20
*
```

***

No. 5
Computed, not measured: the molecule C4H4ClN in a non-equilibrium geometry, with ωB97M-V/def2-TZVPD.

Results
- Structure (SMILES): ClC1=CCN=C1
- Gap between HOMO and LUMO: 9.791 eV
- LUMO level: 0.443 eV
- Maximum force: 3.91 eV Å⁻¹

ORCA input file:
```
! RIJCOSX wB97M-V def2-TZVPD def2/J DEFGRID3
* xyz 0 1
C 0.09 0.97 -0.29
C 0.12 -1.00 0.85
C 0.37 0.44 0.95
C -0.46 -0.15 -1.08
N -0.53 -1.31 -0.22
Cl 1.12 1.16 2.27
H 0.14 2.01 -0.42
H 0.33 -1.70 1.53
H -1.49 -0.01 -1.60
H 0.31 -0.41 -1.99
*
```

***

No. 6
Computed, not measured: a cluster of 7 separate species, C52H98BrI3NO14S6 in total, with ωB97M-V/def2-TZVPD.

Results
- Gap between HOMO and LUMO: 8.621 eV
- LUMO level: -2.690 eV
- Maximum force: 0.92 eV Å⁻¹

ORCA input file:
```
! RIJCOSX wB97M-V def2-TZVPD def2/J DEFGRID3
* xyz 1 1
C 5.51 -5.24 -0.65
C 6.04 -3.80 -0.54
C 6.11 -3.30 0.92
C 6.06 -1.78 1.05
C 4.70 -1.11 0.92
C 3.66 -1.55 1.94
C 2.21 -1.25 1.50
C 1.58 -2.49 0.84
C 2.46 -3.27 -0.14
N 0.22 -2.15 0.20
C 0.26 -1.95 -1.25
I 1.50 -0.42 -1.98
C -0.46 -2.66 -2.11
C -0.51 -2.47 -3.60
I -1.74 -4.17 -1.41
C -0.46 -0.95 0.82
C -0.20 -0.70 2.29
C -1.17 -1.42 3.25
C -1.30 -2.93 3.07
C -2.47 -3.45 2.20
C -3.42 -4.40 2.96
C -4.82 -3.85 3.29
C -5.85 -4.19 2.19
C -6.97 -3.14 2.11
C -6.58 -2.07 1.12
O -7.57 -1.02 1.03
C -7.26 0.04 1.85
C -6.89 1.29 1.10
O -7.28 -0.06 3.04
C 1.32 -0.77 2.67
Br 1.67 -2.03 4.17
C 1.80 0.60 3.21
I 1.77 2.08 1.64
C 1.03 1.13 4.42
C 1.60 2.47 4.94
H 6.31 -5.96 -0.52
H 4.77 -5.46 0.12
H 5.03 -5.42 -1.60
H 5.46 -3.12 -1.17
H 7.06 -3.83 -0.91
H 7.07 -3.63 1.32
H 5.36 -3.81 1.52
H 6.48 -1.51 2.02
H 6.73 -1.36 0.30
H 4.85 -0.06 1.15
H 4.34 -1.15 -0.11
H 3.87 -0.97 2.84
H 3.76 -2.59 2.24
H 2.30 -0.46 0.77
H 1.38 -3.19 1.64
H 3.01 -2.65 -0.82
H 1.88 -4.04 -0.65
H 3.19 -3.80 0.47
H -0.39 -2.95 0.41
H -0.97 -3.33 -4.07
H -1.13 -1.60 -3.82
H 0.49 -2.37 -4.01
H -0.23 -0.06 0.25
H -1.53 -1.13 0.70
H -0.45 0.36 2.38
H -0.91 -1.15 4.27
H -2.16 -0.98 3.08
H -1.46 -3.36 4.06
H -0.36 -3.37 2.74
H -3.05 -2.64 1.76
H -2.04 -4.06 1.40
H -2.93 -4.77 3.86
H -3.58 -5.28 2.33
H -4.81 -2.78 3.47
H -5.15 -4.37 4.19
H -5.35 -4.24 1.22
H -6.28 -5.17 2.37
H -7.08 -2.71 3.10
H -7.90 -3.61 1.80
H -5.61 -1.64 1.38
H -6.48 -2.51 0.13
H -7.30 2.14 1.62
H -5.81 1.34 1.07
H -7.24 1.22 0.08
H 2.84 0.51 3.51
H 1.11 0.42 5.23
H -0.01 1.29 4.15
H 2.65 2.55 4.66
H 1.55 2.51 6.02
H 1.08 3.32 4.50
C -1.10 5.17 -2.65
C 0.18 4.47 -3.13
C 0.59 3.50 -2.02
S -0.92 3.02 -1.17
O -0.87 3.50 0.19
O -1.21 1.62 -1.44
C -2.02 4.07 -2.12
H -1.58 5.72 -3.46
H -0.86 5.88 -1.86
H -0.03 3.92 -4.05
H 0.98 5.17 -3.33
H 1.07 2.60 -2.41
H 1.24 3.98 -1.29
H -2.81 4.43 -1.48
H -2.43 3.46 -2.93
C -11.07 -4.21 -1.54
C -11.44 -5.70 -1.65
C -10.13 -6.49 -1.78
S -8.88 -5.51 -0.94
O -7.90 -5.06 -1.92
O -8.45 -6.18 0.26
C -9.94 -4.14 -0.52
H -11.92 -3.60 -1.24
H -10.72 -3.85 -2.51
H -11.97 -6.01 -0.75
H -12.09 -5.89 -2.50
H -10.18 -7.47 -1.31
H -9.82 -6.59 -2.82
H -9.36 -3.21 -0.57
H -10.30 -4.30 0.50
C -8.10 -4.44 -7.51
C -7.68 -5.31 -6.31
C -7.82 -4.45 -5.05
S -9.11 -3.25 -5.40
O -8.53 -1.93 -5.41
O -10.28 -3.53 -4.61
C -9.40 -3.75 -7.10
H -8.23 -5.02 -8.41
H -7.33 -3.68 -7.70
H -8.35 -6.17 -6.25
H -6.67 -5.68 -6.42
H -8.12 -5.02 -4.17
H -6.91 -3.90 -4.82
H -9.65 -2.88 -7.69
H -10.23 -4.45 -7.09
C 6.14 3.81 0.43
C 6.24 4.81 1.59
C 6.10 4.01 2.89
S 6.71 2.36 2.53
O 5.61 1.42 2.64
O 7.94 2.13 3.23
C 7.04 2.64 0.79
H 6.43 4.26 -0.52
H 5.10 3.46 0.32
H 7.22 5.30 1.56
H 5.48 5.58 1.52
H 6.69 4.42 3.71
H 5.06 3.91 3.20
H 6.84 1.73 0.24
H 8.10 2.91 0.71
C 0.80 9.92 -4.10
C 2.29 10.28 -4.06
C 2.99 9.22 -3.20
S 2.01 7.72 -3.36
O 1.45 7.40 -2.07
O 2.75 6.72 -4.10
C 0.73 8.42 -4.39
H 0.26 10.49 -4.85
H 0.34 10.13 -3.13
H 2.69 10.26 -5.08
H 2.46 11.27 -3.66
H 4.00 9.00 -3.54
H 3.00 9.49 -2.15
H -0.22 7.96 -4.14
H 0.99 8.21 -5.43
C 13.00 3.40 4.74
C 11.99 2.40 4.16
C 10.78 3.20 3.67
S 11.40 4.83 3.24
O 10.82 5.80 4.13
O 11.32 5.01 1.81
C 13.09 4.53 3.73
H 13.97 2.94 4.92
H 12.63 3.78 5.69
H 12.45 1.87 3.31
H 11.69 1.65 4.89
H 10.31 2.77 2.80
H 10.04 3.33 4.46
H 13.51 5.45 4.13
H 13.64 4.23 2.84
*
```